Entry 1:
C21H38N2O10P2 | ωB97M-V with the def2-TZVPD basis set

Multiplicity: 1
Lowest unoccupied orbital energy, Eh: -0.00903
SMILES string: OOCc1cccc2nccnc12.CCOP(=O)(OCC)OCC.CCOP(=O)(OCC)OCC
Highest occupied orbital energy, eV: -9.2
Orbital gap, eV: 8.9

Geometry as XYZ:
```
73
Properties=species:S:1:pos:R:3:lowdin_charge:R:1
O 1.850 -3.476 -4.835 -0.027
O 0.433 -3.564 -5.034 -0.156
C -0.083 -2.306 -5.471 -0.140
C -0.956 -1.679 -4.395 -0.135
C -0.686 -0.436 -3.891 -0.009
C -1.539 0.105 -2.882 -0.059
C -2.587 -0.631 -2.433 -0.030
C -2.894 -1.914 -2.944 -0.215
N -3.987 -2.567 -2.458 0.135
C -4.178 -3.733 -3.012 -0.119
C -3.339 -4.290 -4.009 -0.101
N -2.300 -3.669 -4.491 0.155
C -2.069 -2.442 -3.952 -0.171
H 1.991 -4.062 -4.081 0.089
H -0.737 -2.557 -6.308 0.124
H 0.716 -1.638 -5.783 0.125
H 0.143 0.152 -4.259 0.115
H -1.355 1.088 -2.472 0.104
H -3.232 -0.226 -1.661 0.102
H -5.031 -4.315 -2.675 0.104
H -3.582 -5.269 -4.408 0.107
C 5.203 1.599 -1.081 -0.080
C 4.313 0.679 -1.897 -0.278
O 3.985 -0.526 -1.201 -0.190
P 2.930 -0.476 0.024 0.548
O 1.607 -0.293 -0.626 -0.226
O 2.821 -2.087 0.320 -0.205
C 1.529 -2.698 0.351 -0.291
C 1.111 -3.157 -1.023 -0.071
O 4.050 -0.336 1.190 -0.182
C 3.665 0.199 2.479 -0.246
C 2.679 -0.697 3.202 -0.071
H 4.670 1.999 -0.214 0.066
H 5.539 2.441 -1.688 0.079
H 6.073 1.060 -0.707 0.083
H 3.395 1.194 -2.195 0.110
H 4.831 0.374 -2.805 0.119
H 0.777 -2.013 0.739 0.075
H 1.595 -3.526 1.060 0.120
H 1.240 -2.372 -1.766 0.065
H 0.066 -3.474 -1.028 0.082
H 1.731 -3.998 -1.345 0.076
H 3.252 1.202 2.348 0.111
H 4.583 0.296 3.056 0.121
H 1.711 -0.715 2.693 0.059
H 2.515 -0.337 4.218 0.075
H 3.046 -1.722 3.240 0.090
C -4.849 3.788 2.168 -0.080
C -3.851 4.427 3.116 -0.271
O -2.960 3.471 3.704 -0.184
P -1.798 2.824 2.805 0.465
O -0.823 3.867 2.441 -0.215
O -1.038 1.951 3.949 -0.196
C 0.354 2.111 4.198 -0.303
C 0.602 3.072 5.343 -0.066
O -2.611 1.555 2.253 -0.179
C -2.134 0.902 1.048 -0.245
C -0.772 0.266 1.230 -0.086
H -4.354 3.395 1.278 0.066
H -5.589 4.522 1.847 0.079
H -5.360 2.955 2.650 0.084
H -3.273 5.202 2.605 0.113
H -4.378 4.898 3.944 0.117
H 0.876 2.436 3.296 0.096
H 0.741 1.123 4.455 0.098
H 0.053 4.002 5.201 0.078
H 1.665 3.303 5.433 0.076
H 0.261 2.637 6.284 0.077
H -2.112 1.629 0.232 0.114
H -2.875 0.147 0.795 0.115
H 0.002 1.025 1.372 0.071
H -0.506 -0.319 0.353 0.050
H -0.765 -0.378 2.111 0.090
```

Entry 2:
C36H36Cl2N3O2OsS4Te | ωB97M-V with the def2-TZVPD basis set

ΔE to the lowest compared entry with this formula, charge and spin, kcal/mol: 24.9
Multiplicity: 2
Lowest unoccupied orbital energy (alpha / beta), Eh: -0.04599 / -0.05026
Highest occupied orbital energy (alpha / beta), eV: -7.3 / -7.5
Orbital gap (alpha / beta), eV: 6.0 / 6.2

Geometry as XYZ:
```
85
Properties=species:S:1:pos:R:3:lowdin_charge:R:1
Os 0.795 -1.202 3.064 0.938
C -4.242 -1.008 1.244 0.001
C -3.495 -0.859 2.537 -0.165
C -2.069 -1.230 2.284 -0.297
C -1.388 -1.239 1.007 -0.207
C -2.138 -1.217 -0.096 0.005
C -3.598 -1.113 0.071 -0.036
N -0.033 -1.580 1.225 -0.157
N 0.531 -2.302 0.336 0.129
C 1.695 -2.843 0.831 -0.311
C 2.464 -3.679 0.002 -0.030
C 3.539 -4.334 0.543 -0.084
C 3.845 -4.162 1.906 -0.081
C 3.102 -3.326 2.709 -0.158
C 1.989 -2.627 2.201 -0.306
H -5.321 -0.932 1.270 0.113
H -3.711 0.090 3.037 0.163
H -1.576 -0.781 4.274 0.123
H -1.696 -1.332 -1.076 0.108
H -4.190 -1.140 -0.836 0.110
H 2.182 -3.790 -1.037 0.108
H 4.147 -4.987 -0.069 0.101
H 4.688 -4.695 2.329 0.103
H 3.387 -3.201 3.747 0.065
O 3.441 4.545 5.744 -0.046
C 2.960 3.546 5.295 -1.005
S 1.502 3.530 4.272 0.977
C 1.475 1.805 4.012 -1.137
C 2.450 1.078 4.585 -1.112
S 2.534 -0.640 4.343 0.579
S 3.654 1.926 5.527 0.974
S 0.283 1.089 2.989 0.538
Cl 0.553 -3.458 5.899 0.517
C 0.668 -5.221 5.911 -1.008
Cl -0.855 -5.991 6.381 0.514
H 1.431 -5.508 6.624 0.026
H 0.918 -5.549 4.908 0.025
C -1.981 -3.860 3.120 0.041
C -2.306 -2.416 3.149 -0.383
O -3.604 -1.968 3.504 0.042
N -1.294 -1.397 3.515 -0.015
Te -0.328 2.170 -0.613 1.425
C -0.811 3.580 -2.123 -0.439
C 0.169 4.070 -2.992 -0.297
C 1.614 3.660 -2.905 -0.067
C -0.204 4.983 -3.977 -0.014
C -1.508 5.433 -4.108 -0.267
C -1.892 6.418 -5.178 -0.051
C -2.458 4.952 -3.215 -0.020
C -2.135 4.033 -2.226 -0.327
C -3.222 3.554 -1.300 -0.097
C 0.420 0.644 -1.886 -0.429
C 1.681 0.088 -1.632 -0.323
C 2.539 0.511 -0.473 -0.081
C 2.156 -0.914 -2.474 -0.028
C 1.412 -1.391 -3.540 -0.267
C 1.933 -2.489 -4.427 -0.051
C 0.158 -0.835 -3.764 -0.016
C -0.353 0.177 -2.961 -0.310
C -1.715 0.732 -3.281 -0.065
H -2.683 -4.381 2.471 0.100
H -2.050 -4.273 4.128 0.067
H -0.963 -3.997 2.752 0.083
H 1.972 3.725 -1.875 0.061
H 2.230 4.305 -3.529 0.077
H 1.760 2.629 -3.231 0.077
H 0.556 5.359 -4.653 0.114
H -1.019 6.758 -5.733 0.073
H -2.383 7.291 -4.747 0.081
H -2.590 5.969 -5.888 0.082
H -3.482 5.303 -3.291 0.117
H -4.169 4.033 -1.546 0.075
H -2.992 3.778 -0.257 0.068
H -3.351 2.471 -1.370 0.047
H 2.140 0.141 0.473 0.042
H 2.597 1.597 -0.396 0.049
H 3.547 0.111 -0.578 0.083
H 3.136 -1.334 -2.279 0.114
H 2.950 -2.767 -4.152 0.073
H 1.937 -2.181 -5.473 0.080
H 1.306 -3.380 -4.352 0.081
H -0.441 -1.197 -4.594 0.118
H -2.220 0.101 -4.012 0.081
H -1.647 1.742 -3.690 0.079
H -2.334 0.798 -2.382 0.040
```

What did we get for electronic energy? Answer: -64426.0735 -124625.7518 eV, in the order shown.